# C11H12NO2

A 2-piece molecular cluster, C11H12NO2 overall in a non-equilibrium geometry (ωB97M-V with the def2-TZVPD basis set, the OMol25 dataset).

Geometry as XYZ:
```
26
Properties=species:S:1:pos:R:3:forces:R:3
C 2.01400 2.35493 -0.98625 0.6 0.6 -2.1
C 1.09054 1.03625 0.99532 -2.2 0.2 -1.2
C 0.49998 -0.95419 0.10476 1.7 1.0 0.1
C 1.40549 1.16810 -0.35189 0.7 -1.5 1.6
C 1.12171 -0.13366 -0.88222 1.2 -0.1 -1.6
C 0.37420 -2.35590 -0.04112 -1.7 1.9 -0.1
C 0.57954 -2.83861 -1.30878 1.2 -0.5 0.9
C 1.56492 -0.71174 -2.11402 -1.5 0.5 1.9
C 1.22701 -2.04546 -2.24766 1.1 0.9 -2.9
N 0.47185 -0.17107 1.22941 -0.3 -0.1 1.3
H -0.32903 -0.21969 1.99406 0.7 -0.2 -0.6
H 0.82663 1.84054 1.67259 0.6 -0.1 0.3
H -0.14094 -2.84247 0.77010 0.3 -0.7 0.1
H 3.06705 2.64892 -0.80668 -0.5 -0.3 1.1
H 1.33721 3.19497 -0.78158 0.5 0.2 -0.3
H 0.58840 -3.89789 -1.47164 -0.5 -0.4 -0.2
H 2.04460 -0.04372 -2.84533 -0.1 -0.9 0.1
H 1.51622 -2.43040 -3.23835 -0.3 -0.5 0.6
H 2.16834 2.24058 -2.10529 -1.0 0.0 0.9
C -3.54328 0.49720 1.35495 0.7 0.2 -2.0
C -2.38168 0.77518 2.31662 -0.4 -0.7 2.0
O -1.62601 -0.20350 2.66845 -0.3 0.0 -0.8
O -2.39590 1.85258 2.92426 0.1 0.5 -0.8
H -3.31182 -0.06251 0.43148 0.7 -0.2 0.5
H -3.88346 1.44231 0.90373 -0.5 -0.2 0.9
H -4.28554 -0.14076 1.81508 -0.4 0.4 0.5
```
Positions in Å, forces in eV/Å.

## Properties
total charge: -1
relative energy (zero: lowest compared OMol25 entry of this formula, charge and spin): 137.54 kJ/mol
spin multiplicity: 1
maximum force: 3.217 eV/A
frontier orbital gap: 7.7493 eV